Entry 1:
Density functional theory data (the ωB97M-V functional and the def2-TZVPD basis) for one molecule with the formula C4H5NO.

- Calculated total energy: -285.356488 hartree
- Charge: 0
- Strongest force on any atom: 0.02375 Eh/bohr
- SMILES: N#CC1(O)CC1
- ΔE to the lowest compared entry with this formula, charge and spin: 36.5 kcal/mol

The geometry in XYZ format:
```
11
Properties=species:S:1:pos:R:3:forces:R:3
N 2.740631 0.522758 0.702905 -1.2 0.1 0.0
C 1.600241 0.345611 0.603935 0.9 0.2 0.1
C 0.228507 -0.113597 0.399634 0.1 0.1 -0.2
O -0.193567 -1.011849 1.376927 -0.2 -0.1 0.0
C -0.862895 0.637810 -0.323364 -0.1 0.2 0.0
C -0.075543 -0.408668 -1.046260 0.1 -0.2 -0.2
H -0.836501 -0.542630 1.923810 0.2 -0.2 0.1
H -1.860782 0.324420 -0.018901 0.2 0.2 0.1
H -0.780869 1.686867 -0.583997 0.2 -0.2 0.0
H 0.670059 -0.051315 -1.749395 -0.1 -0.2 0.1
H -0.520439 -1.371015 -1.268105 -0.1 0.1 0.0
```
Positions in Å, forces in eV/Å.

These are the natural (NBO) partial charges, in e, on atoms 1 to 8: atom 1 (N): -0.31, atom 2 (C): 0.26, atom 3 (C): 0.13, atom 4 (O): -0.67, atom 5 (C): -0.42, atom 6 (C): -0.40, atom 7 (H): 0.48, atom 8 (H): 0.23

Entry 2:
Density functional theory data (the ωB97M-V functional and the def2-TZVPD basis) for a 2-piece molecular cluster, C4H5NO overall.

- Calculated total energy: -285.233455 hartree
- Charge: 0
- Strongest force on any atom: 0.01872 Eh/bohr
- SMILES: CC#[N+][O-].C#C
- ΔE to the lowest compared entry with this formula, charge and spin: 113.7 kcal/mol

The geometry in XYZ format:
```
11
Properties=species:S:1:pos:R:3:forces:R:3
C -1.883093 -0.197145 0.158930 -0.1 0.0 0.0
C -0.581186 -0.829425 0.359725 0.8 -0.5 0.1
N 0.434566 -1.363677 0.496807 -0.9 0.4 -0.1
O 1.527120 -1.877757 0.627373 -0.1 -0.1 0.0
H -2.642705 -0.964835 -0.008796 0.1 0.1 0.0
H -2.165743 0.391653 1.036141 0.1 -0.1 -0.1
H -1.859279 0.463805 -0.712783 0.0 -0.1 0.1
C 2.249816 0.736797 -0.381540 -0.4 0.4 -0.1
C 1.350495 1.500292 -0.616806 0.5 -0.2 0.1
H 2.987478 0.000429 -0.146671 -0.1 0.2 -0.1
H 0.579460 2.205637 -0.834670 0.1 -0.1 0.0
```
Positions in Å, forces in eV/Å.

These are the natural (NBO) partial charges, in e, on atoms 1 to 8: atom 1 (C): -0.69, atom 2 (C): 0.22, atom 3 (N): 0.19, atom 4 (O): -0.46, atom 5 (H): 0.25, atom 6 (H): 0.25, atom 7 (H): 0.25, atom 8 (C): -0.21

Entry 3:
Density functional theory data (the ωB97M-V functional and the def2-TZVPD basis) for a 2-piece molecular cluster, C4H5NO overall.

- Calculated total energy: -285.152341 hartree
- Charge: 0
- 2S+1: 3
- Strongest force on any atom: 0.10440 Eh/bohr
- ΔE to the lowest compared entry with this formula, charge and spin: 57.7 kcal/mol

The geometry in XYZ format:
```
11
Properties=species:S:1:pos:R:3:forces:R:3
C 2.071736 -0.213165 0.629777 -0.4 1.0 -1.9
C 2.251382 0.011731 -0.631423 -0.6 0.4 1.2
C -0.908517 -0.455287 0.042681 2.5 -2.0 0.1
C -2.032398 0.466606 0.048231 -1.6 -3.5 -3.7
N 1.275456 0.841766 0.113160 1.7 -0.1 0.0
O -0.485126 -1.592212 0.052844 -2.2 2.0 0.0
H 2.216132 -0.798400 1.473492 0.2 -0.7 1.4
H 2.608005 -0.188244 -1.601866 0.3 0.0 -0.7
H -1.958423 1.095827 0.830328 0.2 2.4 2.3
H -2.982338 -0.074992 0.004783 -0.5 -0.1 0.7
H -2.055913 0.906369 -0.962005 0.5 0.6 0.6
```
Positions in Å, forces in eV/Å.

These are the natural (NBO) partial charges, in e, on atoms 1 to 8: atom 1 (C): -0.01, atom 2 (C): -0.07, atom 3 (C): 0.57, atom 4 (C): -0.76, atom 5 (N): -0.35, atom 6 (O): -0.54, atom 7 (H): 0.22, atom 8 (H): 0.23

Entry 4:
Density functional theory data (the ωB97M-V functional and the def2-TZVPD basis) for C4H5NO as an isolated structure.

- Calculated total energy: -285.201698 hartree
- Charge: 0
- 2S+1: 3
- Strongest force on any atom: 0.11357 Eh/bohr
- ΔE to the lowest compared entry with this formula, charge and spin: 26.7 kcal/mol

The geometry in XYZ format:
```
11
Properties=species:S:1:pos:R:3:forces:R:3
C 0.471662 -0.621438 0.904643 5.0 -1.1 1.5
C -0.373112 0.012178 0.011059 -3.5 2.8 -3.7
C 1.592736 -0.182898 0.041665 -1.3 0.2 -0.8
C -1.799254 0.229599 -0.151757 1.1 2.0 2.3
N 2.817056 -0.118725 -0.265231 -0.2 0.5 0.1
O 0.542389 0.465926 -0.929387 0.3 -1.6 3.3
H 0.447927 -1.077969 1.915387 -0.1 0.5 -1.1
H -2.260067 0.869035 0.659321 0.4 -0.1 -0.9
H -2.210919 -0.680656 -0.008668 -2.0 -3.2 0.4
H -2.023115 0.550452 -1.115964 -0.4 0.9 -1.5
H 2.794696 0.554496 -1.061064 0.7 -0.7 0.5
```
Positions in Å, forces in eV/Å.

These are the natural (NBO) partial charges, in e, on atoms 1 to 8: atom 1 (C): -0.13, atom 2 (C): 0.21, atom 3 (C): 0.41, atom 4 (C): -0.66, atom 5 (N): -0.64, atom 6 (O): -0.45, atom 7 (H): 0.24, atom 8 (H): 0.21

Repeat the fourth record exactly.
Density functional theory data (the ωB97M-V functional and the def2-TZVPD basis) for C4H5NO as an isolated structure.

- Calculated total energy: -285.201698 hartree
- Charge: 0
- 2S+1: 3
- Strongest force on any atom: 0.11357 Eh/bohr
- ΔE to the lowest compared entry with this formula, charge and spin: 26.7 kcal/mol

The geometry in XYZ format:
```
11
Properties=species:S:1:pos:R:3:forces:R:3
C 0.471662 -0.621438 0.904643 5.0 -1.1 1.5
C -0.373112 0.012178 0.011059 -3.5 2.8 -3.7
C 1.592736 -0.182898 0.041665 -1.3 0.2 -0.8
C -1.799254 0.229599 -0.151757 1.1 2.0 2.3
N 2.817056 -0.118725 -0.265231 -0.2 0.5 0.1
O 0.542389 0.465926 -0.929387 0.3 -1.6 3.3
H 0.447927 -1.077969 1.915387 -0.1 0.5 -1.1
H -2.260067 0.869035 0.659321 0.4 -0.1 -0.9
H -2.210919 -0.680656 -0.008668 -2.0 -3.2 0.4
H -2.023115 0.550452 -1.115964 -0.4 0.9 -1.5
H 2.794696 0.554496 -1.061064 0.7 -0.7 0.5
```
Positions in Å, forces in eV/Å.

These are the natural (NBO) partial charges, in e, on atoms 1 to 8: atom 1 (C): -0.13, atom 2 (C): 0.21, atom 3 (C): 0.41, atom 4 (C): -0.66, atom 5 (N): -0.64, atom 6 (O): -0.45, atom 7 (H): 0.24, atom 8 (H): 0.21